1.
A cluster of 7 separate species, C11H19Cl17 in total at a distorted geometry, computed with wB97M-V/def2-TZVPD.

Each line ends with the natural charge from an NBO analysis.
CARTESIAN COORDINATES (ANGSTROEM)
Cl -3.41 1.70 1.71  -0.07
C -3.42 1.82 3.48  -0.38
C -4.57 0.99 4.10  -0.38
Cl -4.35 0.84 5.88  -0.06
H -3.44 2.89 3.70  0.22
H -2.49 1.40 3.85  0.22
H -4.50 0.00 3.64  0.23
H -5.49 1.52 3.85  0.22
Cl 2.64 -4.68 1.99  -0.05
C 2.48 -3.38 0.79  -0.40
C 2.38 -2.01 1.51  -0.38
Cl 3.68 -1.61 2.73  -0.08
H 1.61 -3.61 0.17  0.23
H 3.31 -3.52 0.09  0.22
H 1.40 -1.96 1.97  0.22
H 2.45 -1.17 0.82  0.22
Cl -0.82 -2.38 -4.64  -0.05
C 0.88 -2.46 -4.09  -0.39
C 1.86 -2.44 -5.29  -0.38
Cl 1.63 -3.90 -6.31  -0.06
H 1.01 -3.33 -3.45  0.22
H 1.02 -1.61 -3.42  0.22
H 2.92 -2.49 -5.04  0.23
H 1.67 -1.55 -5.90  0.22
Cl 6.24 3.53 0.72  -0.04
C 4.86 2.97 1.64  -0.41
C 3.81 2.26 0.82  -0.38
Cl 3.20 3.40 -0.44  -0.07
H 4.45 3.88 2.09  0.22
H 5.21 2.41 2.52  0.23
H 2.96 2.06 1.48  0.23
H 4.17 1.38 0.30  0.23
C -2.01 3.86 -2.02  -0.27
Cl -1.82 4.92 -3.46  0.02
Cl -0.72 4.10 -0.85  0.02
Cl -2.04 2.13 -2.50  -0.01
H -2.91 4.07 -1.44  0.23
C -4.02 -2.02 -0.21  -0.27
Cl -4.30 -0.52 -1.11  0.02
Cl -4.48 -3.32 -1.38  0.00
Cl -4.89 -2.10 1.34  0.02
H -2.96 -2.21 0.01  0.23
C -0.74 0.10 0.09  -0.30
Cl -0.71 -1.07 -1.25  -0.01
Cl 0.71 1.10 -0.07  0.01
Cl -0.84 -0.71 1.61  0.03
H -1.62 0.74 -0.03  0.25

LUMO energy: 0.17 eV
ΔE to the lowest compared entry with this formula, charge and spin: 12.31 kcal/mol
structure (SMILES): ClC(Cl)Cl.ClC(Cl)Cl.ClC(Cl)Cl.ClCCCl.ClCCCl.ClCCCl.ClCCCl

***

2.
The ion C11H19ClFN4 with charge +1 at a distorted geometry, computed with wB97M-V/def2-TZVPD.

Each line ends with the natural charge from an NBO analysis.
CARTESIAN COORDINATES (ANGSTROEM)
N -2.24 2.85 0.30  -0.85
C -1.87 2.37 1.66  -0.23
C -0.37 1.93 1.63  -0.42
C -0.10 0.46 2.13  -0.46
C 0.57 -0.34 0.99  0.21
C 1.99 -0.49 1.02  0.47
F 2.76 0.01 1.96  -0.27
C 2.51 -1.19 -0.10  -0.04
C 4.02 -1.45 -0.34  -0.26
N 4.41 -0.75 -1.58  -0.78
C 1.55 -1.64 -1.06  0.03
N 0.23 -1.53 -1.05  -0.13
N -0.17 -0.87 0.01  -0.09
C -1.66 -0.67 0.09  -0.25
C -2.43 -1.48 -1.00  -0.44
C -2.49 -0.74 -2.39  -0.36
Cl -1.64 -1.73 -3.67  -0.07
H -2.90 3.62 0.40  0.37
H -1.42 3.24 -0.17  0.36
H -1.96 3.26 2.33  0.20
H -2.57 1.58 2.02  0.19
H 0.11 2.04 0.63  0.21
H 0.18 2.62 2.30  0.24
H 0.65 0.53 2.95  0.25
H -0.97 -0.05 2.57  0.25
H 4.56 -0.93 0.48  0.23
H 4.30 -2.51 -0.36  0.24
H 4.13 0.23 -1.54  0.36
H 3.96 -1.18 -2.39  0.36
H 1.95 -2.16 -1.95  0.23
H -1.89 0.40 -0.09  0.26
H -2.06 -1.03 1.06  0.24
H -2.12 -2.54 -1.09  0.25
H -3.49 -1.51 -0.65  0.24
H -2.02 0.26 -2.34  0.21
H -3.54 -0.61 -2.73  0.24

LUMO energy: -4.48 eV
charge: +1
structure (SMILES): NCCCc1c(F)c(CN)cn[n+]1CCCCl

***

3.
A structure of composition C11H19F6N3O8RhS2 at a distorted geometry, computed with wB97M-V/def2-TZVPD.

Each line ends with the natural charge from an NBO analysis.
CARTESIAN COORDINATES (ANGSTROEM)
Rh 0.62 -0.23 0.14  1.40
C -3.71 1.30 0.00  -0.41
N -3.27 0.31 0.96  -0.49
C -4.28 -0.24 1.83  -0.41
C -1.93 -0.15 1.06  0.64
O -1.22 0.26 -0.07  -0.61
C -1.19 0.47 2.26  -0.10
O 0.23 0.06 2.08  -0.45
C 1.18 1.06 2.52  -0.17
C 1.44 2.02 1.36  0.67
O 0.94 1.74 0.23  -0.58
N 2.15 3.10 1.56  -0.34
C 2.73 3.42 2.87  -0.43
C 2.50 3.98 0.44  -0.42
H -4.07 2.20 0.51  0.18
H -2.90 1.58 -0.66  0.23
H -4.53 0.91 -0.60  0.20
H -4.78 0.55 2.40  0.20
H -5.05 -0.78 1.26  0.20
H -3.84 -0.95 2.54  0.22
H -1.25 1.55 2.18  0.20
H -1.50 0.10 3.23  0.23
H 0.76 1.56 3.39  0.24
H 2.09 0.53 2.79  0.26
H 1.98 3.36 3.65  0.22
H 3.56 2.76 3.09  0.23
H 3.09 4.44 2.83  0.24
H 2.12 3.56 -0.49  0.25
H 2.06 4.96 0.60  0.23
H 3.58 4.07 0.39  0.22
F 4.86 0.92 -1.55  -0.29
C 4.77 -0.40 -1.55  0.79
F 4.81 -0.87 -2.77  -0.27
F 5.75 -0.92 -0.82  -0.28
S 3.16 -0.83 -0.77  2.19
O 2.09 -0.28 -1.62  -0.93
O 3.11 -0.23 0.56  -0.94
N 3.17 -2.38 -0.77  -1.17
S 1.79 -3.13 -0.54  2.22
O 0.88 -2.33 0.32  -0.95
O 1.98 -4.47 -0.16  -0.83
C 0.93 -3.13 -2.21  0.75
F 1.81 -2.92 -3.18  -0.29
F 0.00 -2.18 -2.24  -0.31
F 0.35 -4.30 -2.37  -0.28
C -2.43 -2.34 0.27  -0.27
O -1.83 -1.53 1.29  -0.56
H -3.48 -2.50 0.49  0.19
H -1.90 -3.29 0.28  0.21
H -2.33 -1.88 -0.71  0.19

LUMO energy: -4.97 eV
charge: +1
ΔE to the lowest compared entry with this formula, charge and spin: 29.76 kcal/mol

***

4.
A structure of composition C11H19HfNOSi at a distorted geometry, computed with wB97M-V/def2-TZVPD.

Each line ends with the Löwdin charge.
CARTESIAN COORDINATES (ANGSTROEM)
C -2.05 0.87 0.86  -0.21
C -2.26 0.71 -0.54  -0.22
C -1.40 1.60 -1.23  -0.20
C -0.63 2.30 -0.26  -0.20
C -1.03 1.85 1.03  -0.20
Hf 0.00 0.00 0.00  1.17
C -0.51 -1.85 -1.53  -0.10
C -0.99 -2.33 -0.38  -0.24
C -1.61 -2.98 0.58  0.03
N 0.51 -0.89 1.37  -0.25
H -1.32 1.71 -2.32  0.11
H -2.98 0.02 -1.00  0.11
H 0.14 3.05 -0.46  0.11
H -0.62 2.18 1.99  0.12
H -2.55 0.31 1.65  0.11
H -1.15 -1.29 -2.23  0.08
H 0.65 -1.39 2.25  -0.01
H 0.51 -2.08 -1.86  0.09
H -2.12 -3.93 0.34  0.08
H -1.63 -2.62 1.61  0.07
C 4.49 0.07 -1.47  -0.19
Si 3.68 0.83 0.02  0.35
C 4.46 0.15 1.57  -0.19
C 3.89 2.69 -0.02  -0.19
O 1.95 0.44 0.01  -0.53
H 5.58 0.32 -1.47  0.03
H 4.03 0.48 -2.39  0.03
H 4.36 -1.03 -1.45  0.03
H 5.54 0.39 1.58  0.03
H 3.97 0.60 2.46  0.04
H 4.33 -0.95 1.60  0.04
H 3.42 3.09 -0.94  0.03
H 3.40 3.13 0.87  0.03
H 4.97 2.93 -0.01  0.03

LUMO energy: 0.20 eV

***

Which gap between HOMO and LUMO belongs to each record? In order, 10.97, 8.21, 6.35, 7.83 eV.
Which DFT total energy belongs to each record? In order, -224596.717, -32907.442, -73538.743, -24436.479 eV.